No. 1
Entry from the Open Molecules 2025 dataset: a structure of composition C8H14AlBr3CaF4NNaO5S (ωB97M-V/def2-TZVPD).

Structure (XYZ):
```
39
Properties=species:S:1:pos:R:3:forces:R:3
Br 1.700956 0.573527 3.517776 0.116 0.006 0.121
Br -2.277420 2.265000 5.138368 -0.054 -0.082 0.031
Br -0.340620 -0.172404 7.113572 -0.057 -0.084 -0.035
Ca 4.115144 -1.322116 0.603577 3.145 -2.059 0.094
S -1.767210 -0.047095 1.382784 -0.583 -0.620 0.024
Al -0.789886 0.895899 -6.134575 -0.047 -0.054 -0.167
Na -2.033720 -1.947200 3.561167 -0.011 0.087 0.631
F -2.202956 0.564942 -5.269797 0.068 -0.080 0.239
F -0.786771 2.491442 -6.645215 0.099 0.084 0.080
F -0.645463 -0.154725 -7.443553 0.122 -0.085 0.118
F 0.516809 0.641290 -5.032403 -0.092 -0.096 0.374
O 0.035583 -3.258786 -9.800483 0.027 0.003 0.017
O -2.591540 -0.746538 0.429822 0.269 0.274 -0.666
O -2.358685 0.054692 2.700545 0.464 0.190 0.125
O 1.701078 -2.383967 -8.660709 0.042 -0.035 0.215
O 0.285289 -3.410296 -7.621810 0.191 0.060 0.129
N -0.002260 -0.499885 -1.097325 -0.074 0.516 0.035
C 2.170304 0.189977 -1.326052 -0.024 1.709 1.120
C -1.924611 2.225666 7.046685 -0.006 0.085 -0.076
C 0.851333 -0.049191 -1.934655 0.210 -0.115 -0.715
C -0.229638 -0.904619 1.463732 -0.345 0.191 -0.079
C 0.628284 -0.748293 0.219647 0.868 -1.671 0.481
C 0.631268 -3.024452 -8.760642 -0.294 0.056 -0.308
C 1.884551 0.125170 0.220217 -1.306 0.071 -1.317
C -0.530733 1.748495 7.352116 0.054 -0.044 0.030
H 2.416680 1.238894 -1.529977 0.186 -0.139 -0.412
H -0.294934 1.933325 8.397622 -0.003 -0.022 0.004
H 1.705125 1.112704 0.632565 0.278 -0.023 0.215
H 3.012883 -0.382782 -1.727950 -0.281 -0.341 -0.133
H 0.222450 2.206536 6.718055 -0.028 0.004 -0.040
H 1.036573 -1.767151 0.092314 0.000 0.027 0.040
H -1.444983 1.178701 0.906747 -0.041 0.109 0.220
H -0.514625 -1.963253 1.537892 -0.271 0.052 -0.147
H -0.980263 -0.686943 -1.314914 0.041 -0.114 -0.024
H 0.336064 -0.624670 2.396642 0.061 0.366 -0.447
H 2.635405 -0.390287 0.807290 -2.498 1.809 0.468
H 0.633848 0.160055 -2.984326 -0.274 -0.047 -0.293
H -2.058789 3.246794 7.395976 0.040 0.001 0.005
H -2.682588 1.587819 7.489540 0.006 0.012 0.041
```
Forces are in eV/Å.

Computed properties:
- HOMO-LUMO gap (Eh) = 0.056
- DFT total energy (eV) = -281533.938
- HOMO (eV) = -5.8

No. 2
Entry from the Open Molecules 2025 dataset: a cluster of 2 separate species, C2H7OPS in total (ωB97M-V/def2-TZVPD).

Structure (XYZ):
```
12
Properties=species:S:1:pos:R:3:forces:R:3
S 2.887656 -1.091953 -0.086513 -0.171 -1.798 1.579
P 2.122545 0.676490 -0.703605 -0.029 0.420 -1.938
O 1.702789 1.352518 0.677176 -0.587 0.771 1.302
C -1.471838 -0.394112 0.330809 -0.176 0.170 -0.713
C -1.145992 0.239015 -1.000316 -0.378 0.297 0.309
H -1.619475 1.194569 -1.311581 0.488 -0.823 0.386
H -0.899942 0.225014 1.085137 -0.371 -1.346 -0.004
H 0.780265 1.118116 0.825618 -0.193 0.254 0.429
H -2.518124 -0.080824 0.507419 0.286 -0.658 0.357
H 2.065773 -1.389662 1.039457 0.819 0.434 -1.364
H -1.354688 -1.567569 0.338071 0.022 2.616 0.342
H -0.548966 -0.281600 -1.701676 0.290 -0.337 -0.684
```
Forces are in eV/Å.

Computed properties:
- HOMO-LUMO gap (spin up / spin down) (Eh) = 0.291 / 0.281
- DFT total energy (eV) = -24356.193
- relative energy (zero: lowest compared OMol25 entry of this formula, charge and spin) (kJ/mol) = 374.09
- HOMO (spin up / spin down) (eV) = -8.3 / -7.4

No. 3
Entry from the Open Molecules 2025 dataset: the ion C7H16NO3S2 with charge -1 (ωB97M-V/def2-TZVPD).

Structure (XYZ):
```
29
Properties=species:S:1:pos:R:3:forces:R:3
S -2.590555 -0.156077 -0.373794 0.148 0.120 -0.679
S 1.905300 0.668599 -0.255155 1.145 -1.976 -0.921
O 2.899828 -0.190076 -1.083527 -0.491 1.056 0.984
O -2.577423 0.006217 -1.838032 -0.003 -0.221 0.103
O -2.686841 -1.555563 0.066908 0.543 -0.367 0.017
N -0.741586 0.489493 0.019132 -1.141 -0.486 -0.243
C -0.796923 1.178842 1.301763 -0.513 1.725 -3.261
C -1.962546 2.144626 1.279338 -0.832 1.102 -1.086
C 0.224639 -1.264552 -1.434786 -0.101 3.222 0.562
C 1.631015 -2.475450 0.714878 -0.075 2.611 0.027
C 1.222756 1.754871 -1.430334 3.520 0.636 -1.812
C 0.300689 -0.461421 -0.117992 0.132 0.405 -1.051
C 0.589607 -1.367337 1.043128 0.527 0.433 0.472
H 1.894512 -2.912098 1.685257 0.024 -0.708 -0.678
H -1.659059 3.048732 0.723911 -0.150 -0.118 0.273
H 0.519136 1.266424 -1.983701 -2.004 -1.158 -1.422
H -0.920127 0.526085 2.041670 -0.410 -2.748 3.514
H -2.314527 2.432345 2.255431 0.156 0.222 0.623
H 0.863781 2.636182 -1.070021 -1.381 2.243 1.530
H 2.040331 2.103086 -2.141235 -0.543 -0.795 0.938
H 1.234063 -3.065855 -0.134480 0.565 -0.300 1.060
H -0.356269 -1.745730 1.390696 -0.464 -0.323 0.232
H -0.478434 -2.020904 -1.204544 -0.690 -1.050 -0.369
H -0.175445 -0.518672 -2.171636 0.324 -1.321 0.226
H -2.874868 1.768544 0.744476 1.197 0.333 0.708
H 2.466653 -1.814307 0.347583 -0.232 -1.472 0.197
H 0.974326 -0.636530 1.778697 0.030 -0.894 0.459
H 0.123923 1.718628 1.452020 0.540 0.318 0.291
H 1.244039 -1.558108 -1.605653 0.178 -0.489 -0.693
```
Forces are in eV/Å.

Computed properties:
- HOMO-LUMO gap (Eh) = 0.253
- DFT total energy (eV) = -36820.559
- relative energy (zero: lowest compared OMol25 entry of this formula, charge and spin) (kJ/mol) = 0.00
- net charge = -1
- HOMO (eV) = -3.8